1.
Computed, not measured: 3 unconnected molecules or ions with the total composition C3H12N2O2, with ωB97M-V/def2-TZVPD.

Geometry as XYZ:
```
19
Properties=species:S:1:pos:R:3:mulliken_charge:R:1
O -0.311 -0.475 -1.669 -0.650
O 1.061 -2.227 -1.643 -0.462
N 0.145 2.053 -0.008 -0.442
N 1.373 -0.455 0.980 -0.615
C -0.907 2.601 0.832 -0.773
C -0.871 -2.383 -0.310 -0.991
C -0.032 -1.570 -1.250 0.817
H -0.220 1.319 -0.609 0.188
H -1.306 1.809 1.465 0.257
H -0.479 3.366 1.476 0.312
H -1.401 -1.724 0.369 0.249
H -0.238 -3.072 0.238 0.301
H 0.513 2.781 -0.610 0.227
H 2.036 0.149 0.503 0.227
H -1.743 3.046 0.282 0.287
H 1.794 -0.746 1.861 0.213
H 1.597 -1.669 -2.227 0.344
H -1.599 -2.948 -0.891 0.341
H 0.587 0.143 1.210 0.169
```

Its LUMO energy is 0.8546 eV. Its structure (SMILES) is CC(=O)O.CN.N. The value obtained for the energy relative to the best compared isomer or geometry (same formula, charge and spin) is 6.21 kcal per mole. For the HOMO-LUMO gap, the calculation gives 9.876 eV.


2.
Computed, not measured: 4 unconnected molecules or ions with the total composition C2H11O4, with ωB97M-V/def2-TZVPD.

Geometry as XYZ:
```
17
Properties=species:S:1:pos:R:3:mulliken_charge:R:1
O -0.751 -2.132 -1.128 -0.738
O 0.109 0.396 -0.210 -0.832
O -1.791 0.719 -1.937 -0.763
O 2.363 1.205 -1.188 -0.718
C 0.342 0.483 1.159 -0.122
C -0.252 -0.721 1.912 -1.355
H -1.266 0.700 -1.072 0.402
H 1.424 0.445 1.383 0.244
H -1.172 -1.683 -1.869 0.311
H 1.390 0.944 -1.020 0.419
H -0.503 -1.348 -0.576 0.352
H 2.528 1.932 -0.576 0.262
H -1.040 0.734 -2.552 0.283
H -0.074 1.425 1.553 0.282
H 0.161 -1.639 1.485 0.321
H -1.312 -0.801 1.637 0.290
H -0.156 -0.661 3.000 0.364
```

Its LUMO energy is 4.1244 eV. The charge is -1. The value obtained for the energy relative to the best compared isomer or geometry (same formula, charge and spin) is 3.77 kcal per mole. For the HOMO-LUMO gap, the calculation gives 8.624 eV.


3.
Computed, not measured: a molecular structure, C39H31CoN3P2Si, with ωB97M-V/def2-TZVPD.

Geometry as XYZ:
```
77
Properties=species:S:1:pos:R:3:mulliken_spin:R:1
Co 0.204 0.495 -0.395 1.274
P -1.358 2.004 0.266 -0.106
P 1.612 -1.161 -0.849 -0.107
Si -0.929 -1.018 0.802 -0.008
N -0.698 0.272 -2.151 0.034
N -0.722 1.301 -6.418 -0.001
N -1.310 -0.133 -4.482 -0.001
C -4.168 1.569 0.415 -0.003
C -0.891 -1.528 2.617 -0.004
C 3.030 -1.137 1.525 0.000
C -0.335 4.231 -2.978 0.002
C -1.348 4.596 4.077 0.001
C -0.841 4.328 1.741 -0.001
C -1.474 3.223 -1.093 -0.012
C 3.785 0.339 -3.931 0.001
C -2.561 4.928 -2.411 -0.001
C -5.278 0.750 0.517 0.000
C -1.448 5.016 -3.235 0.000
C -2.701 -0.363 0.551 -0.045
C -1.328 -3.807 -0.054 -0.001
C 4.168 -2.237 -0.284 -0.002
C -2.886 1.016 0.394 0.013
C 2.179 -1.156 -4.912 0.002
C 3.207 -0.237 -5.056 -0.005
C -5.113 -0.626 0.631 -0.002
C -0.970 0.109 -3.275 -0.003
C -0.982 0.660 -5.487 0.001
C -0.564 -2.638 -0.130 -0.033
C -0.818 5.096 2.896 0.000
C 3.064 -1.532 0.189 -0.032
C -0.353 3.344 -1.912 0.025
C -2.571 4.045 -1.342 -0.002
C -1.400 3.051 1.757 -0.015
C 0.295 -5.017 -1.359 0.000
C 1.725 -1.505 -3.647 -0.003
C -1.925 2.552 2.949 -0.002
C 5.169 -2.161 1.903 0.000
C 5.215 -2.549 0.571 0.000
C -1.901 3.324 4.102 -0.001
C 2.299 -0.935 -2.515 -0.006
C 3.329 -0.003 -2.667 -0.009
C 1.079 -3.880 -1.435 0.001
C -3.839 -1.168 0.672 0.004
C -0.914 -4.976 -0.672 -0.002
C 0.643 -2.697 -0.838 0.013
C 4.075 -1.454 2.380 0.007
H 0.899 -2.197 -3.551 0.000
H 0.029 -2.056 2.875 0.008
H -1.530 -5.866 -0.612 0.000
H 5.988 -2.405 2.567 0.000
H -2.259 -3.816 0.500 0.000
H -3.735 -2.238 0.806 0.000
H -6.271 1.183 0.520 0.000
H 3.545 0.044 -6.045 0.000
H -1.335 5.199 4.976 0.000
H -0.434 4.728 0.820 0.000
H 2.185 -0.566 1.891 0.031
H -1.017 -0.686 3.302 0.007
H -0.388 6.090 2.871 0.000
H 2.028 -3.910 -1.958 0.000
H 0.623 -5.934 -1.831 0.000
H 0.536 4.290 -3.617 0.000
H -5.979 -1.271 0.709 0.000
H -3.428 5.547 -2.602 0.000
H -1.726 -2.218 2.778 -0.003
H -3.444 4.006 -0.707 0.000
H -1.450 5.695 -4.078 0.000
H -2.365 1.562 2.973 0.001
H -4.306 2.641 0.380 0.000
H 6.070 -3.097 0.195 0.000
H 0.520 2.725 -1.735 -0.014
H 1.708 -1.583 -5.788 0.000
H 4.583 1.062 -4.038 0.000
H 3.778 0.457 -1.793 0.000
H 4.038 -1.141 3.416 0.000
H -2.319 2.930 5.020 0.000
H 4.213 -2.543 -1.322 0.000
```

Its LUMO energy (alpha / beta) is -0.4428 / -0.0874 eV. As for the spin multiplicity: 2. For the HOMO-LUMO gap (alpha / beta), the calculation gives 7.437 / 7.710 eV.


4.
Computed, not measured: a single C5H8O molecule, with ωB97M-V/def2-TZVPD.

Geometry as XYZ:
```
14
Properties=species:S:1:pos:R:3:mulliken_charge:R:1
O -2.339 0.756 -0.653 -0.503
C 1.420 -0.436 -0.432 -0.488
C 0.315 0.602 1.165 -0.255
C 1.146 -0.639 1.094 -0.527
C 0.136 0.544 -0.408 0.060
C -1.087 0.066 -0.986 -0.638
H -0.971 0.025 -2.068 0.352
H 1.503 -1.280 -1.083 0.377
H 0.796 -1.660 1.207 0.262
H 0.907 1.426 1.394 0.185
H 2.297 0.228 -0.623 0.216
H -1.303 -0.985 -0.732 0.288
H -0.630 0.602 1.782 0.343
H -2.190 0.752 0.343 0.327
```

Its LUMO energy (alpha / beta) is 0.0361 / 0.0108 eV. The value obtained for the energy relative to the best compared isomer or geometry (same formula, charge and spin) is 125.04 kcal per mole. For the HOMO-LUMO gap (alpha / beta), the calculation gives 8.522 / 8.223 eV.


5.
Computed, not measured: 4 unconnected molecules or ions with the total composition C4H15NO3, with ωB97M-V/def2-TZVPD.

Geometry as XYZ:
```
23
Properties=species:S:1:pos:R:3:mulliken_charge:R:1
O -1.865 -1.903 0.232 -0.655
O -0.776 -1.470 2.748 -0.632
O -1.556 -0.039 -1.785 -0.795
N 0.277 1.637 -0.131 -0.400
C 1.777 -1.262 -1.584 -0.685
C 1.717 0.015 -1.241 -0.318
C -0.384 2.036 1.101 -0.913
C 1.148 0.459 0.083 0.088
H 2.363 -1.648 -2.405 0.276
H -1.101 0.556 -1.155 0.417
H 1.924 0.588 0.847 0.438
H -0.802 -0.367 -2.297 0.337
H 1.331 -2.053 -0.991 0.268
H -0.083 -0.804 2.758 0.324
H 2.098 0.821 -1.861 0.214
H 0.838 2.397 -0.478 0.230
H 0.493 -0.326 0.472 -0.208
H -1.191 -1.410 1.864 0.376
H 0.270 2.396 1.907 0.367
H -1.018 1.245 1.484 0.267
H -2.678 -2.400 0.091 0.259
H -0.997 2.902 0.930 0.335
H -1.784 -1.370 -0.589 0.411
```

Its LUMO energy is 0.7730 eV. Its structure (SMILES) is C=CCNC.O.O.O. The value obtained for the energy relative to the best compared isomer or geometry (same formula, charge and spin) is 21.35 kcal per mole. For the HOMO-LUMO gap, the calculation gives 10.638 eV.


6.
Computed, not measured: a molecular structure, C5H8O, with ωB97M-V/def2-TZVPD.

Geometry as XYZ:
```
14
Properties=species:S:1:pos:R:3:mulliken_charge:R:1
O 0.737 -0.681 1.286 -0.345
C 1.120 0.029 0.179 -0.470
C 0.188 0.268 -0.716 0.621
C -1.122 -0.265 -0.079 -0.500
C -0.696 -0.334 1.499 -0.376
C 0.038 0.862 -2.043 -1.019
H -0.812 0.417 -2.726 0.289
H -1.416 -1.290 -0.633 0.251
H -0.689 0.891 2.044 0.204
H -0.149 1.978 -1.915 0.228
H -2.026 0.529 -0.167 0.275
H 2.248 0.042 0.167 0.334
H 1.070 0.677 -2.602 0.269
H -1.292 -1.162 2.496 0.240
```

Its LUMO energy is 0.9587 eV. The value obtained for the energy relative to the best compared isomer or geometry (same formula, charge and spin) is 95.82 kcal per mole. For the HOMO-LUMO gap, the calculation gives 9.386 eV.


Number 1: largest force on an atom 0.6 eV/Å, DFT total energy -381.50503 Ha. Number 2: largest force on an atom 1.1 eV/Å, DFT total energy -383.79984 Ha. Number 3: largest force on an atom 0.6 eV/Å, DFT total energy -4024.02620 Ha. Number 4: largest force on an atom 4.3 eV/Å, DFT total energy -270.35864 Ha. Number 5: largest force on an atom 1.2 eV/Å, DFT total energy -441.84785 Ha. Number 6: largest force on an atom 5.0 eV/Å, DFT total energy -270.40519 Ha.